The following is a quantum chemistry calculation of a molecular structure, C12H25As2BF10N3O5PdS2 in a non-equilibrium geometry, from the Open Molecules 2025 dataset.

```
! RIJCOSX wB97M-V def2-TZVPD def2/J DEFGRID3
* xyz 0 2
Pd -0.7491 1.7487 0.3723
C 1.9470 -5.0686 -2.6388
C 0.6916 -4.8867 -1.7925
S 1.1475 -4.3444 -0.1662
O 1.6546 -2.9950 -0.2619
O 1.9505 -5.3603 0.4634
C -0.4136 -4.2793 0.6899
C -0.2522 -3.6980 2.0895
N 0.0367 -2.2593 2.0681
C -0.8009 -1.3311 1.5418
N -0.1824 -0.1544 1.4550
C 1.0787 -0.3217 1.9408
C 1.2279 -1.6128 2.3140
N 2.4119 -2.1899 2.8801
O 3.3952 -1.4780 2.8986
O 2.3491 -3.3114 3.3498
C -2.2187 -1.6060 1.1895
H 1.6644 -5.4066 -3.6345
H 2.6088 -5.8101 -2.1946
H 2.4876 -4.1282 -2.7353
H 0.1387 -5.8197 -1.6713
H 0.0268 -4.1228 -2.1988
H -0.7769 -5.3052 0.7614
H -1.1047 -3.6956 0.0814
H 0.5519 -4.1910 2.6231
H -1.1722 -3.8495 2.6510
H 1.7984 0.4753 1.9995
H -2.5661 -2.5238 1.6614
H -2.3494 -1.6692 0.1104
H -2.8312 -0.7798 1.5356
F -2.5514 2.3785 -1.2643
B -2.4698 1.2763 -2.1578
F -1.5307 1.6171 -3.1720
F -1.9150 0.2014 -1.3886
F -3.6849 0.9407 -2.6810
C 2.6339 3.9805 -1.6780
As 1.0399 3.0453 -2.1960
C -0.4291 4.2619 -2.0466
C 1.2555 2.5227 -4.0237
S 0.9075 1.2090 -1.0241
H 2.8770 4.7236 -2.4351
H 3.4513 3.2698 -1.5777
H 2.4430 4.4575 -0.7194
H -0.0502 5.2295 -2.3791
H -0.7451 4.3266 -1.0114
H -1.2387 3.9094 -2.6762
H 1.3470 3.4296 -4.6196
H 0.3767 1.9535 -4.3162
H 2.1605 1.9271 -4.1208
C 1.0804 3.4024 1.9110
O 0.4064 3.3228 0.6862
H 2.1474 3.1890 1.7823
H 0.6519 2.7419 2.6720
H 0.9464 4.4180 2.2943
F -2.2406 3.6237 1.5042
As -3.0226 2.6368 2.7256
F -3.7142 1.5206 3.8275
F -2.9591 3.9122 3.8591
F -1.4311 2.0949 3.2087
F -4.5620 3.0975 2.1517
F -2.9302 1.3548 1.4827
*
```

LUMO energy (alpha / beta) in Eh: -0.098 / -0.162
Expectation value of S²: 0.7692
E_HOMO (alpha / beta) in eV: -9.63 / -9.50
Gap between HOMO and LUMO (alpha / beta) in eV: 6.97 / 5.10
Relative energy (zero: lowest compared OMol25 entry of this formula, charge and spin) in kJ/mol: 252.07

These are the Mulliken partial charges, in e, on atoms 1 to 4: 1.8960 -1.2197 -0.4694 1.2266

The following is a quantum chemistry calculation of a single C12H25BN2O4 molecule in a non-equilibrium geometry, from the Open Molecules 2025 dataset.

```
! RIJCOSX wB97M-V def2-TZVPD def2/J DEFGRID3
* xyz 0 1
O 0.2547 0.9191 -2.0406
O -4.6038 1.6450 0.2334
O -5.9708 -0.4008 0.1463
O -0.9177 -1.0451 -1.8870
B -4.9782 0.4266 0.7818
C -0.1722 0.0487 -1.3896
N 3.3837 -0.9391 -0.3956
N -0.7003 1.4998 0.5048
C -4.3454 -0.2268 2.0196
C 2.8555 -0.7368 -1.8238
C 4.4501 0.0385 -0.1467
C 2.3318 -1.0153 0.5587
C -2.8350 -0.3213 2.0862
C 3.2372 0.6659 -2.2185
C 4.2180 1.1115 -1.2738
C -2.2225 -1.0356 0.8879
C 1.4548 0.2923 0.6342
C -0.6846 -1.0300 0.8830
C -0.0506 0.1528 0.1863
H -3.8811 2.1554 0.7086
H -6.1325 -0.1616 -0.7990
H -0.8157 -0.9157 -2.8728
H -1.6789 1.7638 0.2005
H -0.0724 2.2403 0.3121
H -4.7183 -1.2074 1.8127
H -4.8874 0.3149 2.8444
H 1.7503 -0.9103 -1.9112
H 3.3389 -1.4976 -2.4796
H 4.5163 0.4186 0.8468
H 5.3956 -0.5259 -0.2715
H 2.8326 -1.1629 1.5209
H 1.7099 -1.9339 0.3784
H -2.4898 -0.8596 2.9892
H -2.3916 0.6036 2.2570
H 2.3447 1.3631 -2.1947
H 3.5467 0.6518 -3.2383
H 3.9698 2.1425 -0.8619
H 5.1659 1.3355 -1.7766
H -2.6422 -1.9942 0.8756
H -2.5319 -0.6313 -0.0428
H 2.0888 1.0440 0.1229
H 1.4653 0.6559 1.6265
H -0.2886 -1.0825 1.8878
H -0.2992 -1.8560 0.3183
*
```

LUMO energy in Eh: 0.016
E_HOMO in eV: -8.16
Gap between HOMO and LUMO in eV: 8.58
Relative energy (zero: lowest compared OMol25 entry of this formula, charge and spin) in kJ/mol: 267.50
SMILES string: N[C@](CCCCB(O)O)(CCN1CCCC1)C(=O)O

These are the Mulliken partial charges, in e, on atoms 1 to 4: -0.5336 -0.6388 -0.5999 -0.4505

The following is a quantum chemistry calculation of a molecular structure, C12H25BiCl2N3 in a non-equilibrium geometry, from the Open Molecules 2025 dataset.

```
! RIJCOSX wB97M-V def2-TZVPD def2/J DEFGRID3
* xyz -1 1
Bi 1.6907 -0.0418 -1.0750
Cl 0.0940 -1.9404 -1.6328
Cl 1.5449 2.0876 0.3619
C 3.0551 -1.1064 0.2109
H 3.7811 -0.5278 0.7776
H 3.3198 -2.1340 -0.0346
C -1.0934 1.5646 -2.5061
C 0.1243 1.4158 -2.9592
H -1.2911 2.1747 -1.6153
C 0.4844 0.6053 -4.1938
H 0.9435 2.0321 -2.5470
C -0.7456 0.0552 -4.9429
H 1.0687 1.2281 -4.8871
H 1.1353 -0.2447 -3.9280
C -1.9260 -0.2419 -4.0257
H -1.0536 0.8094 -5.6781
H -0.4696 -0.8467 -5.5013
C -2.2949 0.9969 -3.1903
H -2.7877 -0.5680 -4.6175
H -1.6506 -1.0583 -3.3471
H -2.7213 1.7491 -3.8739
H -3.0832 0.7551 -2.4656
C 2.3278 -1.2558 3.4771
N 1.0072 -0.6603 3.4984
C 0.7577 0.2588 4.5934
C 0.3515 -0.5090 2.2920
N 0.8654 -0.8011 1.1392
N -0.9244 -0.0137 2.3527
C -1.7969 -0.3183 3.4637
C -1.5517 0.3437 1.1015
H 2.6770 -1.3439 4.5077
H 3.0384 -0.6490 2.8960
H 2.2726 -2.2495 3.0209
H 0.4190 1.2413 4.2362
H 0.0165 -0.1499 5.2915
H 1.6953 0.3872 5.1441
H 1.9658 -1.1892 1.0555
H -1.8707 0.5268 4.1605
H -2.8015 -0.5129 3.0707
H -1.4555 -1.2054 4.0098
H -0.9599 1.1341 0.6223
H -1.6007 -0.5121 0.4139
H -2.5575 0.7142 1.3239
*
```

LUMO energy (alpha / beta) in Eh: 0.113 / 0.113
E_HOMO (alpha / beta) in eV: -2.59 / -2.59
Gap between HOMO and LUMO (alpha / beta) in eV: 5.68 / 5.68
Relative energy (zero: lowest compared OMol25 entry of this formula, charge and spin) in kJ/mol: 36.16

These are the Mulliken partial charges, in e, on atoms 1 to 4: 0.8927 -0.5721 -0.6163 -1.4612

The following is a quantum chemistry calculation of a molecular structure, C12H25CaO12 in a non-equilibrium geometry, from the Open Molecules 2025 dataset.

```
! RIJCOSX wB97M-V def2-TZVPD def2/J DEFGRID3
* xyz -3 1
Ca -0.8359 -0.7110 -0.4092
C -1.8654 -3.3600 0.2977
O -3.0008 -3.6349 0.3449
O -1.3635 -3.0533 -0.7784
O -1.5438 -2.5374 1.1871
C -3.6207 -0.5885 -0.7326
O -3.0507 -0.0873 0.2664
O -2.9571 -0.7716 -1.7665
O -4.6102 -1.2101 -0.4665
O 1.9201 -1.2086 -3.5301
C 0.5959 -1.3809 -3.5394
O -0.0769 -1.0021 -2.5661
O 0.1333 -2.1149 -4.3961
H 1.8719 -1.8004 -4.2844
C -1.4240 2.5770 -2.7276
C -0.2833 2.4727 -1.7801
C 0.2255 3.8025 -1.0719
O -0.7344 1.7259 -0.6690
H -1.0040 3.1303 -3.5675
H -2.3041 3.0655 -2.3092
H -1.7160 1.5794 -3.0556
H 0.5044 1.8983 -2.2678
H 0.7827 4.5294 -1.6628
H 0.9273 3.4630 -0.3102
H -0.6349 4.2973 -0.6215
H -1.5223 2.1697 -0.3467
C -1.4825 1.2682 3.8313
C -0.5584 1.4052 2.5455
C 0.9050 1.4844 2.8395
O -0.7474 0.1892 1.9100
H -1.7480 2.1798 4.3666
H -1.0390 0.6147 4.5825
H -2.4380 0.8438 3.5230
H -0.9799 2.1625 1.8845
H 1.2189 0.6596 3.4793
H 1.1191 2.3651 3.4451
H 1.4207 1.6334 1.8908
H -1.6846 -0.0115 1.9644
C 2.5733 -3.3044 -0.1359
C 2.3886 -2.1066 0.7556
C 3.4713 -1.0851 0.4746
O 1.0957 -1.5702 0.6090
H 2.6155 -3.1048 -1.2066
H 1.6750 -3.9192 -0.0787
H 3.4900 -3.8668 0.0416
H 2.4467 -2.3423 1.8182
H 3.6635 -1.0016 -0.5951
H 4.4114 -1.4415 0.8957
H 3.1580 -0.0894 0.7885
H 0.6121 -2.2124 1.1336
*
```

LUMO energy in Eh: 0.231
E_HOMO in eV: 4.37
Gap between HOMO and LUMO in eV: 1.93
Relative energy (zero: lowest compared OMol25 entry of this formula, charge and spin) in kJ/mol: 274.43

These are the Mulliken partial charges, in e, on atoms 1 to 4: 1.0732 0.3601 -0.6335 -0.6158

The following is a quantum chemistry calculation of a molecular structure, C12H25CdO in a non-equilibrium geometry, from the Open Molecules 2025 dataset.

```
! RIJCOSX wB97M-V def2-TZVPD def2/J DEFGRID3
* xyz 1 1
C -2.5447 -1.4183 2.1551
C -2.7657 -2.5551 1.1660
C -4.2776 -2.8785 1.1455
C -2.3325 -2.1955 -0.3255
C -1.9494 -0.7493 -0.5995
O -0.6836 -0.5483 -0.7568
C -0.4351 0.6857 -1.5347
C 1.0167 1.2214 -1.3227
C 0.9013 2.7341 -0.9883
C 1.7055 0.3731 -0.2362
C 3.1892 0.7221 0.0207
C 3.4142 1.8534 1.0699
C 3.9804 1.0002 -1.2694
H -2.8892 -1.6884 3.1579
H -3.1206 -0.5224 1.8742
H -1.5015 -1.0919 2.2155
H -2.1937 -3.4390 1.4591
H -4.8354 -1.9425 1.0320
H -4.6125 -3.4057 2.0415
H -4.4938 -3.5232 0.2858
H -3.2246 -2.3615 -0.9384
H -1.5598 -2.8816 -0.6826
H -2.4024 -0.4310 -1.5565
H -0.6471 0.5253 -2.5967
H -1.1470 1.4326 -1.1730
H 1.5517 1.1391 -2.2697
H -0.0046 3.0145 -0.4427
H 0.8549 3.2773 -1.9416
H 1.7574 3.1433 -0.4490
H 1.7053 -0.6636 -0.6054
H 1.1041 0.3344 0.7348
H 3.6303 -0.1852 0.4525
H 3.8381 2.7186 0.5428
H 4.1062 1.5825 1.8664
H 2.4491 2.2066 1.4526
H 5.0421 0.9205 -1.0078
H 3.7981 0.2336 -2.0311
H 3.8287 2.0096 -1.6639
Cd -0.2524 1.3531 1.7190
*
```

LUMO energy in Eh: -0.229
E_HOMO in eV: -10.93
Gap between HOMO and LUMO in eV: 4.69

These are the Mulliken partial charges, in e, on atoms 1 to 4: -1.3289 0.6425 -1.5267 -0.9228